Record 1
A cluster of 2 separate species, C27H31NO3S in total in a non-equilibrium geometry. Source: the OMol25 dataset; level of theory: ωB97M-V with the def2-TZVPD basis set.

Structure (ORCA input):
```
! wB97M-V def2-TZVPD RIJCOSX def2/J DEFGRID3
* xyz 0 1
C -4.76197 4.79342 -0.98229
C -3.88194 3.69814 -1.55668
C -4.22249 2.98122 -2.70013
C -3.39548 1.97991 -3.15275
C -2.20822 1.64297 -2.51150
C -1.30477 0.52132 -3.02977
C -2.07961 -0.59889 -3.75241
C -0.36694 1.18163 -4.08565
C -1.87640 2.34524 -1.37181
O -0.72987 2.05131 -0.64859
C -1.13181 1.59180 0.67244
C -0.21324 0.51251 1.18218
C 1.15938 0.49149 0.98502
C 1.95604 -0.50627 1.49154
C 1.41559 -1.56575 2.19670
C 0.04734 -1.56889 2.38078
C -0.75897 -0.55204 1.89271
N -2.17740 -0.59691 2.11632
C -2.76483 -1.83521 1.68805
C -3.83548 -1.80080 0.81948
C -4.36365 -3.02270 0.42007
C -3.86689 -4.21204 0.89494
C -2.78983 -4.24849 1.76555
C -2.25124 -3.03955 2.14577
S -0.82643 -2.89156 3.22783
C -2.70696 3.36480 -0.92175
H -5.62189 4.32948 -0.47379
H -5.15310 5.46391 -1.75469
H -4.21174 5.34972 -0.21591
H -5.15512 3.18083 -3.22758
H -3.71866 1.43562 -4.03756
H -0.73119 0.06739 -2.21314
H -1.35132 -1.31582 -4.15776
H -2.72127 -1.16215 -3.05864
H -2.70384 -0.21370 -4.56540
H 0.45811 0.50460 -4.34576
H 0.03727 2.12643 -3.70076
H -0.96708 1.39496 -4.98127
H -1.24470 2.43813 1.36558
H -2.11641 1.12867 0.54752
H 1.62791 1.28911 0.40715
H 3.03070 -0.52437 1.32674
H 2.01485 -2.37894 2.59784
H -2.40640 -0.39220 3.08684
H -4.21172 -0.84780 0.45620
H -5.19043 -2.99098 -0.28948
H -4.33803 -5.12125 0.52267
H -2.38299 -5.18684 2.13535
H -2.41365 3.91257 -0.02557
O 4.68840 -2.31353 0.98175
C 5.71512 -1.86746 1.41598
O 5.69362 -0.69858 2.08438
C 6.81287 -0.17175 2.80328
C 7.73894 0.61019 1.89521
C 7.03950 -2.54234 1.15087
H 7.33126 -0.96274 3.34776
H 6.39216 0.49572 3.55432
H 8.16601 -0.02145 1.11561
H 8.55599 1.04977 2.46841
H 7.19106 1.40894 1.39443
H 7.40474 -2.23231 0.17243
H 6.87870 -3.61810 1.14764
H 7.79843 -2.34042 1.90327
*
```

As for the orbital gap: 8.744 eV. As for the SMILES: Cc1ccc(C(C)C)c(OCc2cccc3c2Nc2ccccc2S3)c1.CCOC(C)=O.



Record 2
A cluster of 2 separate species, F2HPS2 in total in a non-equilibrium geometry. Source: the OMol25 dataset; level of theory: ωB97M-V with the def2-TZVPD basis set.

Structure (ORCA input):
```
! wB97M-V def2-TZVPD RIJCOSX def2/J DEFGRID3
* xyz 0 1
F -2.17917 -3.52546 -3.54628
F -2.38545 -4.55128 -1.32729
P -1.55418 -4.73892 -2.68562
S -1.16711 -1.17915 -0.97504
S -0.99960 0.17960 0.46839
H 0.13821 0.69703 0.29635
*
```

The energy above the lowest of the compared OMol25 structures with the same formula, charge and spin comes out at 63.2 kcal per mole. As for the orbital gap (alpha / beta): 8.318 / 6.524 eV.



Record 3
The molecule CH2N4O2 in a non-equilibrium geometry. Source: the OMol25 dataset; level of theory: ωB97M-V with the def2-TZVPD basis set.

Structure (ORCA input):
```
! wB97M-V def2-TZVPD RIJCOSX def2/J DEFGRID3
* xyz 0 1
C -0.02916 0.04593 -0.14098
H -2.94647 -0.07745 0.09092
H 0.89593 -1.57576 0.62047
N -1.23095 -0.29346 -0.14239
N 0.61122 1.39048 -0.09376
N 1.87059 1.08393 -0.04031
N 0.95355 -0.93041 -0.18451
O -2.25692 0.53977 -0.04253
O 2.13222 -0.18301 -0.06692
*
```

The energy above the lowest of the compared OMol25 structures with the same formula, charge and spin comes out at 109.4 kcal per mole. As for the orbital gap: 9.134 eV. As for the SMILES: O/N=c1\nno[nH]1.



Record 4
A structure of composition C19H25KN4SeSi2. Source: the OMol25 dataset; level of theory: ωB97M-V with the def2-TZVPD basis set.

Structure (ORCA input):
```
! wB97M-V def2-TZVPD RIJCOSX def2/J DEFGRID3
* xyz 0 1
K 2.14213 0.81078 0.78718
Se -4.35343 3.74164 -3.51359
N -2.85080 2.90441 -3.99344
C -2.11140 2.80765 -2.92316
C -0.79655 2.18211 -2.90435
C -0.23009 1.64458 -4.05858
C 1.00937 1.05663 -3.97852
C 1.63821 1.00783 -2.73840
N 1.12524 1.52924 -1.63384
C -0.07640 2.11833 -1.70408
C -0.64037 2.69410 -0.46107
N 0.08712 2.60107 0.66028
C -0.41688 3.09439 1.78157
C -1.65299 3.72760 1.85980
C -2.40983 3.82309 0.71675
C -1.90634 3.29413 -0.47034
C -2.66432 3.35877 -1.71171
N -3.84440 3.90583 -1.80982
H -0.77797 1.69721 -4.98975
H 1.48866 0.62377 -4.84503
H 2.60113 0.51876 -2.64000
H 0.18906 2.98472 2.67467
H -2.00260 4.11808 2.80497
H -3.38476 4.29153 0.71551
C 0.21183 -0.29892 3.90588
Si -0.00755 -1.52729 2.46887
C -1.33648 -0.74256 1.35565
C -0.87961 -3.01547 3.25605
C 1.55276 -1.81065 1.61905
Si 1.79260 -2.67268 0.05885
C 3.40586 -2.12100 -0.81087
C 0.42709 -2.30182 -1.20509
C 1.95131 -4.55920 0.11407
H -0.72560 -0.14695 4.44881
H 0.55283 0.68616 3.56600
H 0.95502 -0.66263 4.62078
H -2.17731 -0.41208 1.97416
H -1.72789 -1.44667 0.61856
H -0.97043 0.12919 0.80502
H -1.80646 -2.73224 3.76434
H -0.23229 -3.50881 3.98589
H -1.12695 -3.75939 2.49365
H 2.33950 -2.07170 2.34225
H 3.39192 -1.06237 -1.09991
H 3.58459 -2.69470 -1.72522
H 4.27292 -2.26194 -0.15898
H 0.22387 -1.22966 -1.28980
H -0.51540 -2.78916 -0.94528
H 0.72484 -2.66670 -2.19284
H 2.79020 -4.85806 0.74851
H 2.11537 -4.98579 -0.88005
H 1.05165 -5.01313 0.53661
*
```

The energy above the lowest of the compared OMol25 structures with the same formula, charge and spin comes out at 0.0 kcal per mole. As for the orbital gap: 4.956 eV.



Record 5
A cluster of 4 separate species, C12H30N2O6 in total in a non-equilibrium geometry. Source: the OMol25 dataset; level of theory: ωB97M-V with the def2-TZVPD basis set.

Structure (ORCA input):
```
! wB97M-V def2-TZVPD RIJCOSX def2/J DEFGRID3
* xyz 0 1
C -0.79228 -3.05257 -4.37823
C -0.98713 -2.26816 -3.11468
C -2.26116 -2.41388 -2.17733
O -2.01512 -1.77371 -0.94795
C -3.05804 -1.58092 0.00654
N 0.31486 -2.62361 -2.35008
H 0.19568 -2.67815 -1.34862
H 0.54230 -3.58806 -2.54550
H 1.07736 -2.00858 -2.59591
H -0.95728 -4.11753 -4.21475
H 0.05831 -2.82431 -5.02050
H -1.60953 -2.71877 -5.01758
H -0.83695 -1.20052 -3.27501
H -2.35311 -3.44829 -1.84621
H -3.21165 -2.22559 -2.67657
H -3.68053 -2.43483 0.27381
H -3.67382 -0.72177 -0.25951
H -2.60719 -1.15004 0.90051
C 2.64319 0.83679 3.00924
C 2.26238 1.20523 1.52338
C 1.30535 2.42680 1.47225
O 1.98195 3.66043 1.89634
C 1.13946 4.79683 1.79342
N 3.49672 1.36077 0.61186
H 3.30786 1.74815 -0.30157
H 4.18992 2.01672 0.94247
H 3.93451 0.50374 0.30536
H 3.27335 1.70257 3.21280
H 3.18035 -0.10996 3.06590
H 1.86329 0.73167 3.76342
H 1.87496 0.36396 0.94869
H 0.45099 2.20454 2.11160
H 1.09116 2.60427 0.41834
H 1.87520 5.56238 2.03981
H 0.32035 4.66654 2.50066
H 0.73745 4.89256 0.78479
C -1.72625 0.80897 1.65804
C -3.02666 1.38075 1.19421
O -3.75804 1.89765 2.01424
O -3.26175 1.11404 -0.00339
H -1.83134 0.32341 2.62824
H -0.97427 1.59229 1.75314
H -1.25102 0.03151 1.05987
C -0.13721 -0.86301 0.39553
C 1.09409 -0.67294 -0.49054
O 1.50923 0.50878 -0.60296
O 1.59899 -1.60842 -1.02811
H -0.05306 -0.34340 1.35000
H -0.24957 -1.87555 0.78313
H -1.00643 -0.63869 -0.22272
*
```

The energy above the lowest of the compared OMol25 structures with the same formula, charge and spin comes out at 70.8 kcal per mole. As for the orbital gap: 6.100 eV.



Record 6
A structure of composition C5H6BiLi2O4 in a non-equilibrium geometry. Source: the OMol25 dataset; level of theory: ωB97M-V with the def2-TZVPD basis set.

Structure (ORCA input):
```
! wB97M-V def2-TZVPD RIJCOSX def2/J DEFGRID3
* xyz 3 1
O -0.62908 -0.02949 -1.20293
C 0.48520 -0.19642 -1.76142
O 1.45687 0.58419 -1.55335
Li 1.05021 1.94919 -0.20203
Li 2.70511 0.75744 -2.95357
O 0.17584 1.93889 1.42061
Bi -1.65957 -0.08401 0.42636
C -0.76497 1.26585 1.86814
O -1.04747 1.50100 3.14339
C -1.88923 0.57537 3.82794
H -1.77938 0.78702 4.89511
H -2.93740 0.71816 3.53373
H -1.57160 -0.45704 3.62916
C 0.61027 -1.24901 -2.80242
C 1.72142 -1.97719 -2.93960
H -0.30492 -1.48546 -3.34736
H 1.78893 -2.75970 -3.69430
H 2.58977 -1.83882 -2.28744
*
```

The energy above the lowest of the compared OMol25 structures with the same formula, charge and spin comes out at 0.0 kcal per mole. As for the orbital gap: 6.594 eV.